# C46H48BClMgN3O4P

A structure of composition C46H48BClMgN3O4P (ωB97M-V with the def2-TZVPD basis set, the OMol25 dataset).

Geometry as XYZ:
```
105
Properties=species:S:1:pos:R:3
Mg 8.4519 13.8471 14.2988
Cl 13.5931 5.1273 13.3446
C 13.6133 6.6010 12.5454
C 12.6402 6.9284 11.6042
C 12.4183 8.2486 11.2654
C 13.2340 9.2135 11.8327
O 13.0317 10.4960 11.4900
C 14.3315 8.9012 12.7323
C 15.3010 9.9054 13.1309
O 16.4863 9.6596 13.2108
C 14.5619 7.5681 13.0435
H 12.0246 6.1401 11.1391
H 11.6921 8.5709 10.5143
H 14.8575 10.9017 13.1381
H 15.4463 7.2284 13.5713
C 9.1373 19.0894 17.4348
C 10.1853 18.5050 16.5426
C 10.5946 17.0696 16.7514
C 11.5691 16.9085 17.8482
C 12.1258 15.6997 18.1532
C 11.6393 14.6349 17.4166
C 10.8596 14.6592 16.0897
C 11.7049 14.3069 14.9278
C 12.7691 15.4516 14.6059
C 10.1515 16.0715 15.9134
N 9.1393 16.0789 14.9533
C 8.7077 16.9461 14.0009
C 7.8692 16.4378 12.9851
C 6.9186 17.2121 12.2670
C 6.3145 16.2584 11.3518
C 6.8445 15.0232 11.6246
N 7.8269 15.1054 12.6420
H 9.1544 18.8742 18.5471
H 8.1674 18.6925 17.2190
H 9.1525 20.1905 17.3410
H 11.0052 19.2062 16.6717
H 9.9006 18.6264 15.4876
H 11.8628 17.8283 18.3151
H 12.8090 15.5270 19.0409
H 11.8442 13.5872 17.8302
H 10.9447 14.1742 14.1286
H 12.2022 13.3808 15.1457
H 13.7932 15.0943 14.4354
H 12.9331 16.0705 15.4744
H 12.5754 16.0992 13.7417
H 8.9285 18.0409 13.9215
H 6.7672 18.2742 12.2635
H 5.5648 16.4931 10.5877
H 6.6143 14.0878 11.1678
N 9.7091 13.7213 16.0203
P 9.1484 12.5368 16.8665
C 7.2967 12.7928 16.6802
C 6.7858 14.1006 16.7964
C 5.4272 14.3400 16.9220
C 4.5078 13.3049 16.8126
C 4.9668 12.0021 16.5052
C 6.3374 11.7530 16.4765
C 9.4443 10.9171 15.9151
C 9.8078 11.0669 14.5703
C 9.5488 10.0563 13.6505
C 9.0420 8.8180 14.0582
C 8.7865 8.6388 15.4171
C 8.9400 9.6931 16.3033
C 9.4087 12.2278 18.5938
C 10.5239 11.4848 19.0057
C 11.0456 11.6352 20.3002
C 10.3667 12.4416 21.2071
C 9.1428 13.0292 20.8876
C 8.6008 12.8264 19.6132
H 7.5238 14.9165 16.6989
H 5.1230 15.3484 17.1816
H 3.4373 13.4810 16.7460
H 4.2722 11.1400 16.4794
H 6.6655 10.7380 16.3515
H 10.2058 12.0327 14.3095
H 9.7011 10.1887 12.5811
H 8.8140 8.1026 13.2702
H 8.5102 7.6549 15.8353
H 8.5868 9.5060 17.3497
H 11.0122 10.8757 18.2439
H 11.9556 11.1099 20.5893
H 10.8175 12.5535 22.1969
H 8.6377 13.6160 21.6291
H 7.5647 12.9945 19.3355
C 13.1879 10.6632 6.6492
C 12.4970 10.9906 8.0079
C 11.0578 10.3701 7.8338
O 13.1845 10.2737 9.1399
B 13.0940 11.1034 10.2580
O 13.0160 12.3969 9.9195
C 12.5136 12.4669 8.5016
C 11.1382 13.1002 8.6372
C 13.4615 13.3609 7.8218
H 13.1909 9.5936 6.5529
H 14.2490 10.9434 6.6249
H 12.6727 11.0734 5.8111
H 11.1349 9.3386 7.5599
H 10.5144 10.8836 7.0442
H 10.5719 10.4584 8.7945
H 10.4107 12.4787 9.1226
H 10.8055 13.3867 7.6324
H 11.2571 13.9977 9.1948
H 14.4550 12.9278 7.9644
H 13.5122 14.3650 8.2943
H 13.2680 13.5010 6.7614
```

- Electronic energy: -89072.19611 eV
- Spin multiplicity: 1
- Total charge: -2
- Frontier orbital gap (spin up / spin down): 3.47 / 2.91 eV
- Largest force on an atom: 0.078 hartree/bohr
- LUMO level (spin up / spin down): 3.72 / 3.69 eV



# C6H12

A structure of composition C6H12 (ωB97M-V with the def2-TZVPD basis set, the OMol25 dataset).

Geometry as XYZ:
```
18
Properties=species:S:1:pos:R:3
C 1.1724 -1.0999 -0.5783
C 0.9325 0.2445 0.1173
C 0.4278 1.2984 -0.8794
C -1.0695 1.0880 -0.6843
C -0.2204 0.3399 1.1282
C -0.9020 -0.9409 1.5044
H 1.3793 -1.9017 0.1398
H 0.3124 -1.4111 -1.1839
H 2.0363 -1.0245 -1.2490
H 1.8673 0.5422 0.6128
H 0.6970 2.3047 -0.5433
H 0.7853 1.1708 -1.9075
H -1.4630 0.1616 -1.1066
H -1.7335 1.9272 -0.9156
H -1.0964 1.1552 0.5566
H -1.0269 -1.7079 0.7241
H -0.2353 -1.3770 2.2652
H -1.8633 -0.7695 1.9994
```

- Electronic energy: -6412.52472 eV
- Spin multiplicity: 1
- Frontier orbital gap: 8.53 eV
- Largest force on an atom: 0.004 hartree/bohr
- LUMO level: 1.01 eV



# C36H54F6KN5O4S2Sb

A structure of composition C36H54F6KN5O4S2Sb (ωB97M-V with the def2-TZVPD basis set, the OMol25 dataset).

Geometry as XYZ:
```
109
Properties=species:S:1:pos:R:3
K 0.7269 -1.1585 -0.2122
C 1.5256 -0.3480 -4.1477
N 1.2361 -1.3881 -3.1532
C 2.4153 -2.2112 -2.8534
C 3.4912 -1.4398 -2.1067
C 4.6232 -0.9621 -2.7541
C 5.5635 -0.2542 -2.0179
C 5.3523 -0.0505 -0.6707
C 4.1967 -0.5756 -0.1017
N 3.2935 -1.2545 -0.7994
C 0.0802 -2.1817 -3.6057
C -0.4886 -3.1533 -2.5925
C -0.2347 -4.5141 -2.7016
C -0.7966 -5.3838 -1.7831
C -1.5990 -4.8701 -0.7853
C -1.8049 -3.4972 -0.7528
N -1.2771 -2.6500 -1.6329
C 0.7219 0.9159 -3.9528
C 1.3166 2.1174 -3.5944
C 0.5161 3.2414 -3.4699
C -0.8435 3.1272 -3.6880
C -1.3481 1.8825 -4.0367
N -0.5899 0.8018 -4.1786
H 1.3086 -0.7138 -5.1649
H 2.5908 -0.1282 -4.1140
H 2.8446 -2.6475 -3.7718
H 2.0939 -3.0327 -2.2135
H 4.7623 -1.1527 -3.8108
H 6.4503 0.1399 -2.5012
H 6.0434 0.5114 -0.0591
H 3.9997 -0.4547 0.9564
H 0.3338 -2.7295 -4.5299
H -0.7017 -1.4658 -3.8493
H 0.4087 -4.8715 -3.4960
H -0.5942 -6.4462 -1.8374
H -2.0417 -5.5011 -0.0281
H -2.4328 -3.0587 0.0134
H 2.3756 2.1507 -3.3761
H 0.9487 4.1875 -3.1747
H -1.5096 3.9715 -3.5727
H -2.4101 1.7535 -4.2120
F 1.3614 -1.9677 5.2613
C 1.3933 -2.8985 4.3014
F 0.1688 -3.4047 4.1698
F 2.2118 -3.8758 4.6902
S 1.9762 -2.1198 2.7169
O 0.7597 -1.6821 2.0594
O 2.9391 -1.1466 3.1293
N 2.6769 -3.2962 1.9173
S 1.7468 -4.1966 0.9925
O 0.9115 -5.1267 1.7047
O 1.1453 -3.4600 -0.1015
C 3.0440 -5.2145 0.1892
F 3.9274 -4.4674 -0.4691
F 2.4357 -6.0196 -0.6964
F 3.6961 -5.9732 1.0658
C -3.9079 3.6276 1.4431
C -2.7922 2.9489 0.6510
C -1.5631 3.8504 0.6739
C -3.2648 2.8023 -0.7946
Sb -2.1093 0.9513 1.2404
C -1.5746 1.2190 3.3594
C -0.1028 1.6472 3.3323
C -2.3770 2.2598 4.1302
C -1.6498 -0.1094 4.1124
C -3.9965 -0.2035 1.2018
C -5.2683 0.4552 1.7194
C -4.1918 -0.5602 -0.2773
C -3.7853 -1.5138 1.9644
H -4.1772 4.5527 0.9137
H -3.5976 3.9181 2.4431
H -4.8157 3.0328 1.5353
H -1.8244 4.8109 0.2047
H -0.6852 3.4161 0.1821
H -1.2379 4.0667 1.6952
H -3.4184 3.8041 -1.2200
H -4.2137 2.2687 -0.8745
H -2.5321 2.2888 -1.4160
H 0.0948 2.5361 2.7331
H 0.5451 0.8747 2.9170
H 0.2168 1.8359 4.3667
H -2.1574 3.2711 3.7887
H -2.0891 2.2128 5.1895
H -3.4570 2.1055 4.0753
H -1.2222 -0.9458 3.5580
H -2.6703 -0.3662 4.3964
H -1.0730 -0.0054 5.0404
H -5.5781 1.2959 1.0968
H -5.1656 0.8163 2.7452
H -6.0936 -0.2712 1.7073
H -4.4564 0.3044 -0.8873
H -5.0090 -1.2883 -0.3730
H -3.3007 -0.9979 -0.7310
H -3.9196 -1.3908 3.0372
H -2.7967 -1.9566 1.8148
H -4.5285 -2.2485 1.6264
C 3.9315 3.1338 -0.3421
C 2.4045 3.3100 -0.2327
C 2.1432 4.4317 0.7890
C 1.6279 2.0424 0.0592
H 4.4760 4.0651 -0.5515
H 4.1683 2.4099 -1.1253
H 4.3226 2.7357 0.6012
H 2.0753 3.7000 -1.2051
H 2.4714 4.1071 1.7827
H 1.0790 4.6512 0.8618
H 2.6762 5.3616 0.5525
H 1.2806 1.5306 -0.8441
H 2.1487 1.3493 0.7348
```

- Electronic energy: -114686.73917 eV
- Spin multiplicity: 1
- Total charge: -1
- Frontier orbital gap: 3.94 eV
- Largest force on an atom: 0.052 hartree/bohr
- LUMO level: 1.99 eV



# C2H7NO2

An isolated molecule of C2H7NO2 (ωB97M-V with the def2-TZVPD basis set, the OMol25 dataset).

Geometry as XYZ:
```
12
Properties=species:S:1:pos:R:3
C -0.6575 -1.1354 0.0169
N 0.4485 -0.2556 -0.3468
O -0.0205 0.3504 -1.7523
C 0.3862 1.0473 0.2249
O 0.9744 0.6946 1.6046
H -0.7884 -1.8800 -0.7733
H -0.4134 -1.6678 0.9396
H -1.6106 -0.6125 0.1501
H 0.7832 0.1990 -2.2808
H 1.1226 1.7408 -0.1796
H -0.6070 1.4714 0.3820
H 0.3825 0.0478 2.0147
```

- Electronic energy: -7769.63650 eV
- Spin multiplicity: 1
- SMILES string: CN(O)CO
- Frontier orbital gap: 11.16 eV
- Largest force on an atom: 0.101 hartree/bohr
- LUMO level: 0.90 eV



# C11H35N10O9V

A structure of composition C11H35N10O9V (ωB97M-V with the def2-TZVPD basis set, the OMol25 dataset).

Geometry as XYZ:
```
66
Properties=species:S:1:pos:R:3
O -0.0978 -1.1140 -1.2062
V -0.6475 -0.6697 0.2169
O -1.8488 0.3231 -0.0242
C 2.7781 2.0482 -0.2447
C 2.2865 0.8029 0.4787
C 3.0509 0.6358 1.7932
O 0.8859 0.8004 0.5975
H 2.1269 2.2327 -1.0945
H 3.8340 1.9821 -0.5042
H 2.7331 2.9314 0.4075
H 2.6190 -0.0610 -0.1241
H 2.8418 1.4339 2.5156
H 4.1325 0.7001 1.6376
H 2.9003 -0.3274 2.2906
C -0.6699 -0.1098 3.4688
O -1.1077 -0.7217 2.4863
N -1.2871 -0.2126 4.6808
N 0.3845 0.7222 3.3861
H -0.8948 0.2216 5.4940
H -2.1744 -0.6727 4.7430
H 0.7916 0.7688 2.4479
H 0.8416 1.0581 4.2124
C 3.6946 -0.0849 -3.5123
O 4.2823 0.1852 -2.4760
N 2.4157 -0.5443 -3.5181
N 4.2777 0.0369 -4.7438
H 1.8986 -0.7093 -4.3592
H 1.9707 -0.6299 -2.6254
H 5.2373 0.3048 -4.8425
H 3.8085 -0.1905 -5.6004
C -4.0526 4.1131 0.6667
O -3.5592 5.1866 0.3617
N -3.2931 3.0341 1.0049
N -5.4070 3.9016 0.6799
H -3.6843 2.1261 1.1699
H -2.3109 3.1467 1.1727
H -6.0537 4.6162 0.4113
H -5.7581 2.9745 0.8299
C -0.6330 2.1523 -3.4168
O -0.0361 1.2779 -4.0388
N -0.4174 2.3663 -2.0812
N -1.5325 3.0070 -4.0216
H -0.8467 3.1501 -1.6320
H 0.2271 1.6903 -1.7038
H -1.9738 3.7119 -3.4634
H -1.8742 2.6855 -4.9063
C -3.5302 -2.6236 -0.3581
O -2.3710 -2.3659 -0.0822
N -4.5609 -1.8369 0.0612
N -3.8974 -3.7088 -1.0949
H -4.4363 -1.0808 0.7058
H -5.5029 -2.0602 -0.2042
H -4.8624 -3.9463 -1.2302
H -3.2223 -4.3082 -1.5298
C 2.0354 -2.9622 2.6502
C 1.7467 -2.6967 1.1718
C 2.3376 -3.7811 0.3068
O 0.3332 -2.5742 1.0032
H 1.5452 -3.8850 2.9706
H 1.8389 -2.1133 3.3050
H 3.1123 -3.1238 2.7771
H 2.2181 -1.7370 0.9635
H 1.9172 -3.7517 -0.7020
H 2.1835 -4.7956 0.6846
H 3.4093 -3.6505 0.1458
H -0.1528 -3.2787 1.4415
```

- Electronic energy: -70997.06328 eV
- Spin multiplicity: 1
- Frontier orbital gap: 8.57 eV
- Largest force on an atom: 0.039 hartree/bohr
- LUMO level: 0.00 eV



# C6H24ClN12O10

A cluster of 7 separate species, C6H24ClN12O10 in total (ωB97M-V with the def2-TZVPD basis set, the OMol25 dataset).

Geometry as XYZ:
```
53
Properties=species:S:1:pos:R:3
Cl 0.7336 -0.2270 1.3790
O 1.4709 0.8415 0.7492
O 1.4625 -1.4502 1.1078
O 0.5503 0.0063 2.8062
O -0.6175 -0.3738 0.8754
C -3.1159 3.3589 2.9342
O -4.1747 3.8516 2.5592
N -2.6271 3.6048 4.1909
N -2.3858 2.4581 2.2247
H -1.7802 3.2600 4.5957
H -3.1887 4.2496 4.7177
H -1.4467 2.2271 2.4957
H -2.6671 2.1930 1.2990
C -1.5421 3.1904 -1.3616
O -1.1893 3.9248 -0.4533
N -1.9002 3.6759 -2.5967
N -1.6342 1.8243 -1.2556
H -1.8699 4.6735 -2.6821
H -2.2353 3.0716 -3.3216
H -1.1712 1.4452 -0.4437
H -2.0517 1.2796 -1.9903
C -3.5419 -2.4066 -1.4423
O -3.5115 -3.2165 -2.3717
N -4.6810 -2.2794 -0.6830
N -2.5643 -1.5040 -1.1830
H -5.3261 -3.0433 -0.7408
H -4.7787 -1.5746 0.0221
H -2.6734 -0.8886 -0.4021
H -1.7355 -1.6346 -1.7353
C -0.1749 -0.6236 -3.6538
O -1.2334 -0.0244 -3.7999
N 0.5065 -1.2546 -4.6938
N 0.4780 -0.7129 -2.4544
H 1.0709 -2.0369 -4.4071
H 0.0219 -1.1913 -5.5718
H 1.2329 -1.3585 -2.3143
H 0.2231 0.0147 -1.8055
C 4.4528 0.8031 3.7689
O 5.6580 0.5982 3.8113
N 3.8361 1.9645 3.3998
N 3.5141 -0.1808 4.0831
H 4.3130 2.6979 2.9172
H 2.8743 1.9733 3.6882
H 2.7317 -0.2498 3.4519
H 3.9037 -1.0208 4.4692
C 3.1287 -3.4105 -1.6148
O 2.7070 -2.5577 -2.3831
N 2.8231 -3.4146 -0.2873
N 4.0085 -4.3816 -2.0056
H 3.0262 -4.1575 0.3501
H 2.3653 -2.5870 0.0731
H 4.4077 -5.0291 -1.3559
H 4.3177 -4.3978 -2.9588
```

- Electronic energy: -57492.15681 eV
- Spin multiplicity: 1
- Total charge: -1
- Frontier orbital gap: 9.65 eV
- Largest force on an atom: 0.028 hartree/bohr
- LUMO level: 2.50 eV